*A*
Formula: C23H28N2O5
Source: the OMol25 dataset
Level of theory: wB97M-V/def2-TZVPD

Its SMILES is CC(C)Oc1ccc([C@@H]2C(C(=O)c3ccco3)=C(O)C(=O)N2CCCN(C)C)cc1. The value obtained for the orbital gap is 8.246 eV. The calculation puts the highest occupied orbital energy at -8.4 eV.

Bonds (Å) are listed after each position.
Element x y z (Å)
1 C 6.44939 2.68810 -0.64220  C2 1.525, H31 1.086, H32 1.087, H33 1.087
2 C 5.33224 1.94702 0.08563  C1 1.525, C3 1.529, O4 1.423, H34 1.100
3 C 5.88993 0.80590 0.93632  C2 1.529, H35 1.087, H36 1.087, H37 1.087
4 O 4.46531 1.44921 -0.92643  C2 1.423, C5 1.355
5 C 3.20849 1.04330 -0.62258  O4 1.355, C6 1.398, C30 1.392
6 C 2.49037 0.48434 -1.68444  C5 1.398, C7 1.376, H38 1.078
7 C 1.19921 0.04279 -1.50498  C6 1.376, C8 1.391, H39 1.080
8 C 0.57981 0.15856 -0.26492  C7 1.391, C9 1.511, C29 1.384
9 C -0.82471 -0.36176 -0.06250  C8 1.511, C10 1.514, N22 1.446, H40 1.096
10 C -0.84199 -1.87572 -0.05554  C9 1.514, C11 1.463, C18 1.349
11 C -0.13354 -2.60018 1.00032  C10 1.463, O12 1.221, C13 1.461
12 O 0.10835 -2.08216 2.07965  C11 1.221
13 C 0.27514 -3.97091 0.70394  C11 1.461, C14 1.378, O17 1.350
14 C 0.71130 -4.95262 1.56730  C13 1.378, C15 1.406, H41 1.070
15 C 0.99990 -6.07512 0.77084  C14 1.406, C16 1.367, H42 1.071
16 C 0.73290 -5.69509 -0.51495  C15 1.367, O17 1.331, H43 1.073
17 O 0.30032 -4.43711 -0.56309  C13 1.350, C16 1.331
18 C -1.63011 -2.29741 -1.06594  C10 1.349, O19 1.331, C20 1.491
19 O -2.02037 -3.50588 -1.46416  C18 1.331, H44 0.977
20 C -2.18333 -1.11249 -1.78279  C18 1.491, O21 1.220, N22 1.343
21 O -2.93349 -1.18630 -2.74151  C20 1.220
22 N -1.70336 -0.02371 -1.16025  C9 1.446, C20 1.343, C23 1.443
23 C -2.00411 1.33291 -1.54992  N22 1.443, C24 1.531, H45 1.094, H46 1.092
24 C -3.39946 1.76461 -1.09206  C23 1.531, C25 1.529, H47 1.090, H48 1.090
25 C -3.53707 1.76749 0.43039  C24 1.529, N26 1.453, H49 1.106, H50 1.094
26 N -4.70260 2.51762 0.86784  C25 1.453, C27 1.449, C28 1.449
27 C -5.94341 1.85566 0.52024  N26 1.449, H51 1.089, H52 1.087, H53 1.102
28 C -4.64597 2.78823 2.28981  N26 1.449, H54 1.102, H55 1.089, H56 1.089
29 C 1.28721 0.71428 0.78708  C8 1.384, C30 1.384, H57 1.080
30 C 2.59014 1.15131 0.61940  C5 1.392, C29 1.384, H58 1.078
31 H 7.14899 3.10657 0.07548  C1 1.086
32 H 6.97753 2.00189 -1.29863  C1 1.087
33 H 6.03358 3.49126 -1.24466  C1 1.087
34 H 4.78708 2.65943 0.72170  C2 1.100
35 H 6.53829 1.20339 1.71237  C3 1.087
36 H 6.46368 0.12937 0.30740  C3 1.087
37 H 5.08665 0.24085 1.40310  C3 1.087
38 H 2.97810 0.40386 -2.64293  C6 1.078
39 H 0.66207 -0.39640 -2.33304  C7 1.080
40 H -1.21496 0.02240 0.88746  C9 1.096
41 H 0.79590 -4.85938 2.63025  C14 1.070
42 H 1.35718 -7.02917 1.09984  C15 1.071
43 H 0.81769 -6.22345 -1.44473  C16 1.073
44 H -2.62563 -3.36481 -2.21786  O19 0.977
45 H -1.95901 1.38851 -2.64200  C23 1.094
46 H -1.23395 1.98221 -1.12756  C23 1.092
47 H -4.12529 1.08736 -1.54208  C24 1.090
48 H -3.59379 2.77296 -1.45890  C24 1.090
49 H -3.56300 0.72802 0.80751  C25 1.106
50 H -2.65830 2.26155 0.85620  C25 1.094
51 H -6.77700 2.46140 0.87186  C27 1.089
52 H -6.01989 1.76449 -0.56037  C27 1.087
53 H -6.02618 0.85199 0.96755  C27 1.102
54 H -4.64914 1.87121 2.90040  C28 1.102
55 H -3.74119 3.35178 2.51375  C28 1.089
56 H -5.50702 3.39300 2.56981  C28 1.089
57 H 0.82586 0.79152 1.76000  C29 1.080
58 H 3.10526 1.57329 1.46756  C30 1.078

---

*B*
Formula: C23H28N2O5
Source: the OMol25 dataset
Level of theory: wB97M-V/def2-TZVPD

Its SMILES is Cc1coc2cc3oc(=O)c(CCC(=O)NCCCN4CCOCC4)c(C)c3cc12. The value obtained for the orbital gap is 8.423 eV. The calculation puts the highest occupied orbital energy at -8.3 eV.

Bonds (Å) are listed after each position.
Element x y z (Å)
1 C 2.18161 0.53850 4.56654  C2 1.487, H31 1.086, H32 1.089, H33 1.089
2 C 2.24126 1.38003 3.34234  C1 1.487, C3 1.354, C30 1.439
3 C 3.24801 2.18319 2.92449  C2 1.354, O4 1.362, H34 1.073
4 O 2.97292 2.81001 1.74700  C3 1.362, C5 1.348
5 C 1.74262 2.39933 1.38038  O4 1.348, C6 1.379, C30 1.413
6 C 1.03461 2.74608 0.24912  C5 1.379, C7 1.388, H35 1.077
7 C -0.22063 2.17466 0.08932  C6 1.388, O8 1.353, C28 1.416
8 O -0.87706 2.52201 -1.04193  C7 1.353, C9 1.361
9 C -2.12737 2.06595 -1.32718  O8 1.361, O10 1.212, C11 1.456
10 O -2.61682 2.40831 -2.38137  C9 1.212
11 C -2.76818 1.18954 -0.35757  C9 1.456, C12 1.505, C26 1.361
12 C -4.17054 0.78485 -0.72635  C11 1.505, C13 1.537, H36 1.087, H37 1.092
13 C -4.18819 -0.13676 -1.95657  C12 1.537, C14 1.517, H38 1.089, H39 1.092
14 C -3.31201 -1.35060 -1.71253  C13 1.517, O15 1.217, N16 1.350
15 O -3.43041 -2.06348 -0.73318  C14 1.217
16 N -2.39380 -1.58750 -2.67317  C14 1.350, C17 1.445, H40 1.008
17 C -1.41464 -2.64395 -2.56299  N16 1.445, C18 1.530, H41 1.096, H42 1.093
18 C 0.00716 -2.10368 -2.40120  C17 1.530, C19 1.540, H43 1.091, H44 1.092
19 C 0.08433 -1.09572 -1.23980  C18 1.540, N20 1.447, H45 1.094, H46 1.093
20 N 1.40261 -0.76715 -0.74258  C19 1.447, C21 1.450, C25 1.452
21 C 2.05944 -1.83760 -0.01728  N20 1.450, C22 1.529, H47 1.104, H48 1.092
22 C 3.31857 -1.27303 0.64170  C21 1.529, O23 1.407, H49 1.100, H50 1.092
23 O 4.19802 -0.73653 -0.31733  C22 1.407, C24 1.409
24 C 3.56631 0.28762 -1.05089  O23 1.409, C25 1.530, H51 1.098, H52 1.091
25 C 2.29987 -0.21889 -1.74321  N20 1.452, C24 1.530, H53 1.104, H54 1.092
26 C -2.11813 0.77762 0.76481  C11 1.361, C27 1.497, C28 1.450
27 C -2.77668 -0.17912 1.70945  C26 1.497, H55 1.083, H56 1.089, H57 1.090
28 C -0.78514 1.28137 1.03198  C7 1.416, C26 1.450, C29 1.395
29 C -0.03778 0.95173 2.16277  C28 1.395, C30 1.383, H58 1.077
30 C 1.21915 1.50090 2.33653  C2 1.439, C5 1.413, C29 1.383
31 H 3.09996 0.63571 5.13849  C1 1.086
32 H 2.04192 -0.50789 4.29796  C1 1.089
33 H 1.34254 0.84091 5.19166  C1 1.089
34 H 4.20463 2.39561 3.36077  C3 1.073
35 H 1.41917 3.42391 -0.49393  C6 1.077
36 H -4.65710 0.28363 0.10644  C12 1.087
37 H -4.73186 1.68822 -0.97597  C12 1.092
38 H -3.85295 0.41919 -2.83068  C13 1.089
39 H -5.21113 -0.47910 -2.12527  C13 1.092
40 H -2.29041 -0.93408 -3.43345  N16 1.008
41 H -1.47071 -3.28688 -3.44829  C17 1.096
42 H -1.69892 -3.22690 -1.68342  C17 1.093
43 H 0.67109 -2.94768 -2.20940  C18 1.091
44 H 0.32592 -1.62240 -3.32836  C18 1.092
45 H -0.37845 -0.15861 -1.56148  C19 1.094
46 H -0.49236 -1.48224 -0.39512  C19 1.093
47 H 2.35512 -2.67347 -0.67481  C21 1.104
48 H 1.37851 -2.21334 0.74891  C21 1.092
49 H 3.02829 -0.49336 1.36116  C22 1.100
50 H 3.87237 -2.05924 1.15821  C22 1.092
51 H 3.30445 1.11760 -0.38100  C24 1.098
52 H 4.29645 0.62990 -1.78625  C24 1.091
53 H 2.58931 -0.97270 -2.49548  C25 1.104
54 H 1.80009 0.61217 -2.24484  C25 1.092
55 H -2.08477 -0.57401 2.44301  C27 1.083
56 H -3.18856 -1.01727 1.14946  C27 1.089
57 H -3.59103 0.31497 2.23841  C27 1.090
58 H -0.42068 0.27965 2.91198  C29 1.077

---

Quick one: most stable of them? *B*

---

*A*
Formula: C2H6N4
Source: the OMol25 dataset
Level of theory: wB97M-V/def2-TZVPD

Its SMILES is [H]/N=C(N)/C=N/N. The value obtained for the orbital gap is 8.999 eV. The calculation puts the highest occupied orbital energy at -8.6 eV.

Bonds (Å) are listed after each position.
Element x y z (Å)
1 H 1.22333 -2.46315 -1.01999  N2 1.091
2 N 1.24366 -1.37302 -0.97763  H1 1.091, C3 1.376
3 C 0.33094 -1.06785 0.00587  N2 1.376, N4 1.456, C5 1.406
4 N -0.84867 -1.74040 0.53258  C3 1.456, H8 1.131, H9 1.116
5 C -0.06520 0.28098 -0.03592  C3 1.406, N6 1.300, H10 1.146
6 N 0.63790 1.36839 -0.15270  C5 1.300, N7 1.404
7 N 0.11138 2.66762 -0.08388  N6 1.404, H11 1.078, H12 1.031
8 H -0.69177 -1.49316 1.62459  N4 1.131
9 H -0.92785 -2.84855 0.63551  N4 1.116
10 H -1.17731 0.27919 0.24210  C5 1.146
11 H 0.93520 3.31191 -0.34659  N7 1.078
12 H -0.77161 3.07804 -0.42394  N7 1.031

---

*B*
Formula: C2H6N4
Source: the OMol25 dataset
Level of theory: wB97M-V/def2-TZVPD

The value obtained for the orbital gap is 10.406 eV. The calculation puts the highest occupied orbital energy at -9.5 eV.

Bonds (Å) are listed after each position.
Element x y z (Å)
1 C -0.07855 -0.81341 1.00817  C2 1.525, N5 1.260, H7 1.050
2 C 0.15318 -1.11109 -0.46946  C1 1.525, H8 1.051, H9 1.109, H10 0.996
3 N 1.64461 2.12138 -1.61066  N4 1.131
4 N 0.76380 1.95369 -0.92065  N3 1.131, N6 1.225
5 N -1.17675 -0.61318 1.59159  C1 1.260, H11 1.033
6 N 0.03770 1.51129 -0.03941  N4 1.225, H12 0.990
7 H 0.77753 -0.77442 1.61564  C1 1.050
8 H 1.13600 -0.84847 -0.73204  C2 1.051
9 H -0.69102 -0.68480 -1.04819  C2 1.109
10 H 0.27835 -2.09601 -0.55055  C2 0.996
11 H -2.03086 -0.62580 1.01132  N5 1.033
12 H -0.81398 1.98081 0.14425  N6 0.990

---

*C*
Formula: C2H6N4
Source: the OMol25 dataset
Level of theory: wB97M-V/def2-TZVPD

The value obtained for the orbital gap (alpha / beta) is 10.075 / 10.076 eV. The calculation puts the highest occupied orbital energy (alpha / beta) at -9.3 / -9.3 eV.

Bonds (Å) are listed after each position.
Element x y z (Å)
1 C -1.89869 -0.86202 0.38055  C2 1.337, H7 1.103, H8 1.132
2 C -2.02120 0.27624 -0.31035  C1 1.337, H9 1.128, H10 1.212
3 N 2.09745 -0.85706 -0.34617  N4 1.478, N5 1.385, H11 0.955
4 N 2.14049 -0.37668 1.05116  N3 1.478, N5 1.249
5 N 2.08495 0.44892 0.11558  N3 1.385, N4 1.249, N6 1.224
6 N 1.95372 1.52342 -0.45608  N5 1.224, H12 1.015
7 H -0.88312 -1.28537 0.46248  C1 1.103
8 H -2.63442 -1.41844 1.03637  C1 1.132
9 H -3.00716 0.81350 -0.41713  C2 1.128
10 H -1.01738 0.60928 -0.90256  C2 1.212
11 H 1.30371 -1.24580 -0.70699  N3 0.955
12 H 1.88168 2.37400 0.09313  N6 1.015

---

Quick one: most stable of them? *B*

---

*A*
Formula: C2H6N4
Source: the OMol25 dataset
Level of theory: wB97M-V/def2-TZVPD

The value obtained for the orbital gap is 10.089 eV. The calculation puts the highest occupied orbital energy at -9.3 eV.

Bonds (Å) are listed after each position.
Element x y z (Å)
1 C -0.85545 -0.72682 -0.88850  N6 1.233, H7 1.105, H8 1.059
2 C -1.39127 1.08177 0.61665  N6 1.392, H9 1.094, H10 1.072, H11 1.195
3 N 3.70971 -0.76020 -0.76398  N4 1.126
4 N 2.83119 -0.69596 -0.06190  N3 1.126, N5 1.200
5 N 1.97159 -0.79760 0.76979  N4 1.200, H12 1.080
6 N -0.67481 0.01710 0.07775  C1 1.233, C2 1.392
7 H -1.76648 -0.84272 -1.50327  C1 1.105
8 H -0.04982 -1.32441 -1.22852  C1 1.059
9 H -2.36214 0.82399 1.05075  C2 1.094
10 H -0.75053 1.55029 1.33683  C2 1.072
11 H -1.74967 1.85391 -0.22248  C2 1.195
12 H 1.08768 -0.17935 0.81689  N5 1.080

---

*B*
Formula: C2H6N4
Source: the OMol25 dataset
Level of theory: wB97M-V/def2-TZVPD

Its SMILES is [H]/N=C\N(N)/C=N/[H]. The value obtained for the orbital gap is 10.154 eV. The calculation puts the highest occupied orbital energy at -9.3 eV.

Bonds (Å) are listed after each position.
Element x y z (Å)
1 H 1.73243 -1.64468 0.07522  N2 1.018
2 N 2.24050 -0.76291 0.07976  H1 1.018, C3 1.279
3 C 1.44639 0.23751 0.01876  N2 1.279, N4 1.387, H9 1.066
4 N 0.07151 0.30369 -0.14886  C3 1.387, N5 1.386, C6 1.447
5 N -0.61479 1.49730 0.01014  N4 1.386, H10 1.031, H11 0.985
6 C -0.80687 -0.84526 -0.09232  N4 1.447, N7 1.337, H12 1.102
7 N -2.11416 -0.63971 0.09953  C6 1.337, H8 1.046
8 H -2.65137 -1.53681 0.07727  N7 1.046
9 H 1.82834 1.22960 -0.06626  C3 1.066
10 H -0.43820 1.85924 0.95964  N5 1.031
11 H -0.32856 2.12963 -0.68806  N5 0.985
12 H -0.36522 -1.82761 -0.32483  C6 1.102

---

Quick one: most stable of them? *B*